Record 1
DFT (wB97M-V/def2-TZVPD) results for a cluster of 7 separate species, C29H42F8O8S5 in total at a distorted geometry.

The value obtained for the energy is -123046.765 eV. The value obtained for the lowest unoccupied orbital energy is -1.29 eV. As for the charge: 0. The value obtained for the HOMO-LUMO gap is 0.2653 hartree. The largest force on an atom is 0.0282 Eh/bohr.

Geometry (Å):
C (-1.234, -2.194, 2.896)
C (-0.505, -2.507, 4.173)
C (-0.722, -1.642, 5.404)
F (-0.585, -0.330, 5.069)
F (-1.959, -1.847, 5.901)
F (-0.931, -3.785, 4.517)
F (0.816, -2.599, 3.942)
O (-0.825, -0.910, 2.434)
C (-0.454, -0.853, 1.140)
C (0.002, 0.573, 0.839)
F (-1.103, 1.354, 0.689)
F (0.722, 1.060, 1.869)
F (0.538, -1.715, 0.865)
F (-1.515, -1.173, 0.347)
H (-2.314, -2.233, 3.012)
H (-0.933, -2.961, 2.183)
H (0.041, -1.897, 6.143)
H (0.571, 0.578, -0.095)
C (1.355, -4.757, -0.726)
S (2.453, -5.588, -1.891)
O (2.292, -7.016, -1.581)
C (1.496, -5.239, -3.366)
H (1.529, -3.695, -0.558)
H (1.578, -5.318, 0.182)
H (0.308, -4.888, -0.996)
H (2.011, -5.568, -4.264)
H (1.317, -4.161, -3.443)
H (0.501, -5.677, -3.264)
C (-0.989, 0.337, -4.258)
S (0.524, -0.105, -3.422)
O (0.203, -0.853, -2.172)
C (1.011, -1.363, -4.602)
H (-1.694, -0.506, -4.221)
H (-0.784, 0.400, -5.329)
H (-1.481, 1.218, -3.866)
H (1.763, -1.982, -4.116)
H (1.490, -0.877, -5.451)
H (0.148, -1.970, -4.870)
C (-6.050, 0.699, -2.076)
S (-4.807, -0.576, -1.829)
O (-4.579, -1.199, -3.152)
C (-3.410, 0.538, -1.599)
H (-6.478, 1.004, -1.118)
H (-6.860, 0.275, -2.668)
H (-5.663, 1.582, -2.584)
H (-2.529, -0.085, -1.475)
H (-3.598, 1.237, -0.785)
H (-3.323, 1.116, -2.519)
C (2.523, 0.059, 8.076)
S (3.574, -1.187, 7.314)
O (2.687, -2.316, 6.913)
C (3.882, -0.256, 5.818)
H (3.177, 0.755, 8.606)
H (1.817, -0.423, 8.742)
H (2.001, 0.632, 7.311)
H (4.386, -0.844, 5.060)
H (4.506, 0.610, 6.071)
H (2.933, 0.145, 5.463)
C (0.826, -4.772, 7.499)
S (-0.750, -5.617, 7.716)
O (-0.759, -6.129, 9.110)
C (-0.369, -7.047, 6.669)
H (0.956, -4.271, 6.550)
H (1.606, -5.511, 7.700)
H (0.950, -4.063, 8.320)
H (-1.132, -7.080, 5.887)
H (-0.473, -7.936, 7.288)
H (0.615, -7.052, 6.206)
C (1.034, 5.838, -8.342)
C (0.750, 7.185, -8.091)
C (0.459, 7.612, -6.804)
C (0.425, 6.688, -5.759)
C (0.726, 5.347, -6.003)
C (0.992, 4.925, -7.297)
C (0.679, 4.336, -4.914)
O (0.848, 3.162, -5.157)
C (0.396, 4.830, -3.546)
C (0.413, 3.952, -2.475)
C (0.101, 4.377, -1.196)
C (-0.241, 5.708, -0.959)
C (-0.190, 6.598, -2.013)
C (0.045, 6.166, -3.306)
C (-0.025, 7.154, -4.418)
O (-0.408, 8.276, -4.251)
H (1.360, 5.567, -9.338)
H (0.835, 7.912, -8.890)
H (0.315, 8.659, -6.579)
H (1.240, 3.882, -7.455)
H (0.759, 2.933, -2.626)
H (0.082, 3.652, -0.396)
H (-0.465, 5.995, 0.059)
H (-0.430, 7.646, -1.876)

Atomic partial charges in e from the Löwdin method, atoms 1 to 8: C -0.031; C -0.435; C -0.292; F 0.091; F 0.103; F 0.077; F 0.137; O 0.043


Record 2
DFT (wB97M-V/def2-TZVPD) results for a cluster of 8 separate species, C57H132N8O13 in total at a distorted geometry.

The spin multiplicity is 2. The value obtained for the energy is -99772.378 eV. The value obtained for the lowest unoccupied orbital energy (alpha / beta) is 2.02 / 1.99 eV. As for the charge: -1. The value obtained for the HOMO-LUMO gap (alpha / beta) is 0.0547 / 0.2857 hartree. The largest force on an atom is 0.1134 Eh/bohr.

Geometry (Å):
C (0.235, -4.786, -0.583)
C (1.517, -5.447, 0.073)
C (2.418, -6.132, -1.136)
C (3.892, -6.357, -0.807)
C (4.398, -4.966, -0.327)
C (3.732, -4.359, 0.897)
N (2.281, -4.284, 0.662)
O (1.621, -3.583, 1.550)
C (3.976, -5.170, 2.139)
C (4.413, -2.975, 1.156)
C (1.172, -6.451, 1.145)
H (-0.323, -5.503, -1.186)
H (0.387, -3.884, -1.175)
H (-0.470, -4.467, 0.184)
H (1.932, -7.067, -1.414)
H (2.292, -5.434, -1.963)
H (4.515, -6.778, -1.596)
H (3.962, -7.029, 0.048)
H (4.197, -4.272, -1.143)
H (5.488, -4.953, -0.305)
H (3.487, -4.660, 2.970)
H (3.635, -6.204, 2.096)
H (5.047, -5.331, 2.263)
H (4.215, -2.531, 2.131)
H (5.463, -3.043, 0.871)
H (3.989, -2.251, 0.460)
H (1.990, -7.144, 1.340)
H (0.290, -7.043, 0.901)
H (0.928, -6.028, 2.120)
H (1.191, -2.923, 1.002)
C (1.056, 2.133, -4.093)
C (-0.236, 2.823, -4.552)
C (-1.433, 1.843, -4.560)
C (-1.934, 1.516, -3.211)
C (-2.305, 2.793, -2.381)
C (-1.208, 3.921, -2.461)
N (-0.703, 3.992, -3.802)
O (0.149, 5.082, -4.018)
C (-1.983, 5.208, -1.972)
C (-0.105, 3.535, -1.484)
C (-0.100, 3.143, -6.059)
H (0.968, 1.626, -3.132)
H (1.857, 2.841, -3.881)
H (1.526, 1.429, -4.779)
H (-2.288, 2.277, -5.079)
H (-1.121, 0.963, -5.122)
H (-1.115, 0.983, -2.727)
H (-2.731, 0.775, -3.263)
H (-2.430, 2.508, -1.336)
H (-3.294, 3.204, -2.585)
H (-1.374, 6.111, -1.921)
H (-2.835, 5.360, -2.635)
H (-2.328, 5.015, -0.957)
H (-0.238, 3.881, -0.458)
H (-0.029, 2.478, -1.228)
H (0.906, 3.802, -1.793)
H (0.154, 2.244, -6.620)
H (0.623, 3.905, -6.348)
H (-0.992, 3.640, -6.441)
H (-0.429, 5.702, -4.470)
C (2.819, 2.595, 1.542)
C (4.099, 1.872, 2.088)
C (5.229, 2.932, 1.993)
C (6.557, 2.515, 2.642)
C (6.270, 2.292, 4.139)
C (5.039, 1.374, 4.425)
N (3.924, 1.565, 3.535)
O (2.828, 0.912, 3.901)
C (5.723, 0.031, 4.507)
C (4.581, 1.897, 5.858)
C (4.337, 0.617, 1.228)
H (1.903, 2.007, 1.594)
H (3.034, 2.894, 0.516)
H (2.683, 3.506, 2.124)
H (5.362, 3.183, 0.941)
H (4.848, 3.906, 2.299)
H (7.294, 3.267, 2.363)
H (6.867, 1.605, 2.128)
H (6.137, 3.270, 4.603)
H (7.190, 1.898, 4.572)
H (5.119, -0.805, 4.862)
H (6.075, -0.373, 3.558)
H (6.608, -0.007, 5.142)
H (3.923, 2.760, 5.760)
H (4.012, 1.172, 6.440)
H (5.478, 2.233, 6.379)
H (5.323, 0.199, 1.429)
H (4.352, 0.840, 0.161)
H (3.563, -0.103, 1.489)
H (2.281, 1.570, 4.337)
C (1.622, -0.704, -7.573)
O (1.781, 0.328, -8.508)
C (3.199, 0.475, -8.798)
C (4.146, 0.900, -7.674)
N (4.585, -0.166, -6.868)
C (5.548, 0.423, -5.889)
C (6.074, -0.556, -4.785)
O (5.030, -0.559, -3.817)
C (5.166, -1.258, -2.554)
H (0.579, -0.725, -7.259)
H (2.124, -0.528, -6.622)
H (1.907, -1.720, -7.847)
H (3.208, 1.256, -9.559)
H (3.549, -0.414, -9.322)
H (3.533, 1.623, -7.137)
H (5.004, 1.424, -8.094)
H (3.889, -0.683, -6.350)
H (4.996, 1.202, -5.363)
H (6.413, 0.943, -6.301)
H (6.940, -0.130, -4.278)
H (6.243, -1.516, -5.273)
H (6.095, -1.035, -2.029)
H (5.315, -2.313, -2.786)
H (4.260, -1.278, -1.948)
C (-5.574, -3.055, 2.046)
O (-6.875, -2.622, 2.490)
C (-7.105, -3.027, 3.891)
C (-8.373, -2.344, 4.384)
N (-8.150, -0.881, 4.532)
C (-9.428, -0.171, 4.576)
C (-10.112, -0.223, 6.012)
O (-11.481, 0.149, 5.868)
C (-12.197, -0.962, 5.437)
H (-5.661, -4.093, 1.724)
H (-4.700, -2.880, 2.673)
H (-5.260, -2.587, 1.113)
H (-6.232, -2.750, 4.482)
H (-7.156, -4.112, 3.797)
H (-8.337, -2.783, 5.382)
H (-9.256, -2.530, 3.774)
H (-7.699, -0.642, 3.661)
H (-10.085, -0.550, 3.794)
H (-9.268, 0.870, 4.299)
H (-9.583, 0.526, 6.602)
H (-9.979, -1.201, 6.475)
H (-11.725, -1.580, 4.673)
H (-13.144, -0.653, 4.994)
H (-12.392, -1.727, 6.189)
C (-0.066, 1.293, 5.237)
O (0.881, 2.243, 5.740)
C (0.691, 3.647, 5.361)
C (-0.363, 4.282, 6.202)
N (-0.037, 5.731, 6.242)
C (-1.178, 6.547, 6.619)
C (-0.796, 8.010, 6.623)
O (0.035, 8.273, 7.790)
C (0.370, 9.587, 8.095)
H (-0.927, 1.154, 5.890)
H (0.489, 0.355, 5.216)
H (-0.421, 1.532, 4.234)
H (0.530, 3.675, 4.283)
H (1.674, 4.004, 5.670)
H (-0.362, 3.991, 7.252)
H (-1.345, 4.041, 5.793)
H (0.711, 5.875, 6.905)
H (-1.429, 6.320, 7.655)
H (-1.966, 6.403, 5.880)
H (-1.603, 8.734, 6.742)
H (-0.286, 8.286, 5.700)
H (0.794, 9.712, 9.091)
H (-0.374, 10.335, 7.822)
H (1.209, 9.944, 7.498)
C (-3.235, -4.385, -0.288)
O (-4.004, -3.454, -0.978)
C (-3.428, -2.339, -1.656)
C (-2.863, -2.641, -3.005)
N (-3.862, -3.159, -3.938)
C (-3.383, -3.294, -5.316)
C (-3.012, -1.980, -5.946)
O (-2.416, -2.295, -7.273)
C (-2.572, -1.209, -8.145)
H (-2.526, -4.840, -0.979)
H (-3.822, -5.272, -0.054)
H (-2.799, -3.950, 0.612)
H (-2.613, -2.012, -1.011)
H (-4.192, -1.574, -1.800)
H (-2.076, -3.395, -3.014)
H (-2.356, -1.781, -3.444)
H (-4.485, -3.882, -3.606)
H (-4.062, -3.844, -5.967)
H (-2.453, -3.862, -5.291)
H (-2.277, -1.424, -5.365)
H (-3.997, -1.518, -6.004)
H (-1.949, -1.453, -9.005)
H (-2.091, -0.327, -7.722)
H (-3.593, -1.074, -8.504)
C (0.406, -2.327, -4.407)
O (-0.008, -2.113, -3.055)
C (0.992, -1.360, -2.376)
C (0.666, -0.599, -1.026)
N (0.064, -1.461, 0.053)
C (-0.222, -0.957, 1.402)
C (-1.397, 0.046, 1.359)
O (-2.659, -0.488, 0.868)
C (-3.718, 0.402, 1.048)
H (1.365, -2.813, -4.586)
H (0.301, -1.368, -4.914)
H (-0.360, -2.957, -4.861)
H (1.432, -0.614, -3.038)
H (1.796, -2.063, -2.156)
H (-0.072, 0.183, -1.201)
H (1.571, -0.088, -0.696)
H (-0.815, -1.765, -0.341)
H (0.658, -0.538, 1.889)
H (-0.591, -1.816, 1.962)
H (-1.057, 0.906, 0.783)
H (-1.437, 0.441, 2.375)
H (-3.818, 0.586, 2.118)
H (-4.545, -0.090, 0.537)
H (-3.510, 1.386, 0.629)

Atomic partial charges in e from the Löwdin method, atoms 1 to 8: C -0.033; C -0.394; C -0.107; C -0.167; C -0.151; C -0.506; N -0.177; O -0.010


Record 3
DFT (wB97M-V/def2-TZVPD) results for a cluster of 5 separate species, C12H18Cl17N4OP2 in total at a distorted geometry.

The value obtained for the energy is -252194.945 eV. The value obtained for the lowest unoccupied orbital energy is -3.65 eV. As for the charge: +1. The value obtained for the HOMO-LUMO gap is 0.3224 hartree. The largest force on an atom is 0.0262 Eh/bohr.

Geometry (Å):
C (3.697, 3.157, -1.312)
C (2.670, 3.548, -2.068)
N (1.316, 3.484, -1.576)
C (0.449, 2.573, -1.953)
N (-0.845, 2.726, -1.428)
C (-1.538, 1.475, -1.025)
C (-1.298, 1.072, 0.419)
C (0.064, 1.290, 1.014)
N (-2.299, 0.579, 1.013)
N (0.820, 1.595, -2.820)
P (1.952, 0.323, -2.246)
C (2.836, -0.071, -3.795)
C (0.914, -1.165, -1.988)
P (0.658, 4.773, -0.420)
O (-0.270, 5.579, -1.468)
Cl (2.275, 5.996, -0.281)
H (3.626, 2.276, -0.685)
H (4.621, 3.722, -1.270)
H (2.801, 3.915, -3.082)
H (-1.430, 3.175, -2.128)
H (-1.323, 0.636, -1.690)
H (-2.604, 1.668, -1.106)
H (0.079, 0.977, 2.053)
H (0.330, 2.350, 0.994)
H (0.811, 0.757, 0.423)
H (-2.072, 0.316, 1.971)
H (0.006, 1.234, -3.313)
H (2.228, -0.729, -4.421)
H (3.759, -0.596, -3.558)
H (3.017, 0.837, -4.365)
H (-0.117, -1.054, -2.325)
H (1.341, -2.006, -2.534)
H (0.923, -1.419, -0.930)
H (0.111, 5.675, -2.351)
C (2.978, -0.637, 2.931)
Cl (1.411, -1.433, 2.676)
Cl (3.349, 0.397, 1.532)
Cl (2.898, 0.356, 4.381)
Cl (4.225, -1.860, 3.090)
C (-5.477, -0.276, 3.733)
Cl (-3.760, -0.724, 3.754)
Cl (-5.692, 1.263, 4.566)
Cl (-6.006, -0.115, 2.054)
Cl (-6.410, -1.527, 4.545)
C (-6.902, -4.791, 1.371)
Cl (-7.576, -5.443, -0.124)
Cl (-5.297, -5.482, 1.644)
Cl (-6.766, -3.033, 1.249)
Cl (-7.957, -5.202, 2.725)
C (3.896, -6.038, 1.625)
Cl (5.174, -5.949, 0.409)
Cl (4.615, -6.181, 3.229)
Cl (2.924, -4.557, 1.558)
Cl (2.868, -7.433, 1.305)

Atomic partial charges in e from the Löwdin method, atoms 1 to 8: C 0.025; C -0.258; N -0.153; C -0.463; N 0.028; C -0.118; C -0.393; C -0.071


Record 4
DFT (wB97M-V/def2-TZVPD) results for a cluster of 2 separate species, C23H16N3O5 in total at a distorted geometry.

The value obtained for the energy is -38812.038 eV. The value obtained for the lowest unoccupied orbital energy is 0.10 eV. As for the charge: -1. The value obtained for the HOMO-LUMO gap is 0.1434 hartree. The largest force on an atom is 0.0625 Eh/bohr.

Geometry (Å):
C (-4.178, -1.831, 1.728)
C (-3.400, -0.673, 1.559)
C (-2.010, -0.759, 1.506)
C (-1.357, -2.015, 1.722)
C (0.028, -2.182, 2.030)
C (0.848, -1.198, 2.758)
O (2.079, -1.168, 2.636)
C (0.159, -0.264, 3.707)
C (-0.922, -0.662, 4.498)
C (-1.573, 0.254, 5.329)
C (-1.130, 1.586, 5.359)
C (0.030, 1.950, 4.663)
C (0.684, 1.016, 3.867)
C (0.641, -3.457, 1.989)
N (1.128, -4.528, 1.998)
C (-2.170, -3.175, 1.652)
C (-3.548, -3.081, 1.782)
H (-5.267, -1.760, 1.780)
H (-3.905, 0.295, 1.479)
H (-1.409, 0.125, 1.279)
H (-1.272, -1.686, 4.422)
H (-2.424, -0.068, 5.935)
H (-1.682, 2.328, 5.938)
H (0.419, 2.967, 4.738)
H (1.590, 1.257, 3.325)
H (-1.692, -4.147, 1.562)
H (-4.120, -3.995, 1.924)
O (2.217, 3.369, -3.473)
N (1.403, 2.497, -3.857)
O (0.406, 2.767, -4.559)
C (1.627, 1.153, -3.435)
C (0.689, 0.116, -3.694)
C (0.764, -1.081, -2.994)
C (1.786, -1.328, -2.016)
C (1.853, -2.493, -1.163)
C (3.071, -2.996, -0.753)
N (3.473, -4.297, -1.119)
O (4.673, -4.657, -1.009)
O (2.605, -5.032, -1.637)
C (2.816, -0.342, -1.945)
C (2.728, 0.882, -2.594)
H (-0.089, 0.339, -4.434)
H (0.017, -1.861, -3.183)
H (0.961, -3.064, -0.979)
H (3.879, -2.391, -0.346)
H (3.680, -0.531, -1.305)
H (3.463, 1.678, -2.452)

Atomic partial charges in e from the Löwdin method, atoms 1 to 8: C -0.136; C -0.115; C -0.054; C -0.228; C -0.192; C -0.366; O 0.009; C -0.163


Record 5
DFT (wB97M-V/def2-TZVPD) results for a cluster of 2 separate species, C19H20F2NO5S in total at a distorted geometry.

The value obtained for the energy is -48026.639 eV. The value obtained for the lowest unoccupied orbital energy is 2.42 eV. As for the charge: -1. The value obtained for the HOMO-LUMO gap is 0.2590 hartree. The largest force on an atom is 0.0359 Eh/bohr. The energy relative to the best compared isomer or geometry (same formula, charge and spin) comes out at 0.0 kJ/mol.

Geometry (Å):
C (6.415, -1.088, 2.270)
C (5.575, -0.100, 1.513)
O (4.204, -0.505, 1.679)
C (3.379, 0.423, 1.168)
C (1.939, -0.175, 0.941)
C (1.027, 0.954, 1.519)
O (1.078, 2.094, 1.139)
C (0.117, 0.573, 2.716)
C (-1.179, -0.107, 2.312)
C (-0.941, -1.179, 1.239)
C (0.252, -2.098, 1.559)
C (1.688, -1.524, 1.638)
O (3.699, 1.570, 0.942)
H (7.448, -0.757, 2.165)
H (6.150, -1.102, 3.330)
H (6.310, -2.096, 1.852)
H (5.668, 0.925, 1.888)
H (5.801, -0.105, 0.436)
H (0.656, -0.032, 3.463)
H (-0.135, 1.516, 3.204)
H (-1.570, -0.554, 3.241)
H (-1.951, 0.604, 1.969)
H (-1.850, -1.790, 1.160)
H (-0.891, -0.674, 0.266)
H (0.076, -2.516, 2.568)
H (0.253, -2.949, 0.859)
H (2.428, -2.263, 1.268)
H (1.950, -1.337, 2.699)
F (1.517, 1.271, -2.757)
C (1.401, 1.258, -1.372)
F (0.059, 1.349, -1.083)
S (2.179, -0.293, -0.849)
N (-2.814, -0.515, -1.012)
C (-2.553, -0.696, -2.370)
O (-1.697, -1.386, -2.905)
C (-3.587, 0.128, -3.106)
C (-4.185, 0.949, -2.181)
C (-5.343, 1.659, -2.473)
C (-5.964, 1.429, -3.703)
C (-5.325, 0.650, -4.695)
C (-4.064, 0.100, -4.418)
C (-3.535, 0.659, -0.852)
O (-3.635, 1.337, 0.164)
H (1.949, 2.087, -0.923)
H (-5.731, 2.328, -1.722)
H (-6.953, 1.835, -3.892)
H (-5.835, 0.512, -5.650)
H (-3.474, -0.370, -5.207)

Atomic partial charges in e from the Löwdin method, atoms 1 to 8: C -0.073; C -0.224; O -0.018; C -0.544; C -0.495; C -0.323; O 0.098; C -0.110